No. 1
ORCA calculation (wB97M-V/def2-TZVPD) on a molecular structure, C23H36AsGaIN2O3S2Si2.

Summary:
LUMO (spin up / spin down) ... -1.0 / -2.3 eV
2S+1 ... 2
Charge ... 0
Gap between HOMO and LUMO (spin up / spin down) ... 6.89 / 5.62 eV
ΔE to the lowest compared entry with this formula, charge and spin ... 0.0 kcal/mol

Geometry as XYZ:
```
71
C23H36AsGaIN2O3S2Si2 | the OMol25 dataset | wB97M-V/def2-TZVPD
Ga 2.260 0.647 -0.564
C 1.003 5.077 -0.087
C 0.127 4.306 -1.023
N -0.851 4.961 -1.597
C -1.625 4.351 -2.491
C -1.411 3.064 -2.933
C -2.332 2.449 -3.954
O -3.194 1.473 -3.408
C -0.354 2.325 -2.343
C 0.011 1.027 -2.829
N 0.875 0.320 -2.198
C 1.445 -0.890 -2.540
C 1.010 -1.838 -3.454
C 1.706 -3.033 -3.519
C 2.808 -3.261 -2.710
C 3.239 -2.302 -1.799
C 2.548 -1.111 -1.698
I 4.509 1.787 -0.253
C 0.394 2.930 -1.295
O 1.332 2.340 -0.608
H 0.625 6.093 -0.029
H 2.025 5.086 -0.467
H 1.029 4.632 0.905
H -2.438 4.949 -2.881
H -1.748 2.034 -4.791
H -2.993 3.221 -4.350
H -2.679 0.798 -2.952
H -0.405 0.673 -3.777
H 0.149 -1.659 -4.082
H 1.375 -3.804 -4.196
H 3.331 -4.204 -2.779
H 4.087 -2.502 -1.157
C -3.019 -2.020 0.127
Si -1.948 -0.694 1.022
C -2.483 -0.610 2.852
C -2.268 0.969 0.142
As 0.130 -1.643 0.362
Si 0.396 -3.720 1.523
C 2.191 -4.137 2.039
C -0.746 -4.001 3.036
C -0.064 -4.911 0.091
H -4.051 -1.705 0.013
H -3.014 -2.962 0.669
H -2.610 -2.213 -0.866
H -3.521 -0.302 2.924
H -1.875 0.113 3.379
H -2.380 -1.566 3.352
H -3.316 1.102 -0.112
H -1.692 1.036 -0.775
H -1.961 1.798 0.770
H 2.483 -3.612 2.943
H 2.897 -3.864 1.258
H 2.306 -5.200 2.229
H -0.558 -3.254 3.802
H -0.576 -4.976 3.481
H -1.794 -3.944 2.757
H 0.619 -4.766 -0.745
H -1.068 -4.697 -0.269
H -0.024 -5.955 0.384
S 2.697 -0.852 2.089
C 1.500 -0.578 1.046
C -0.386 3.297 3.651
S 0.455 2.456 2.234
C 2.118 2.505 3.000
O 0.032 1.038 2.311
H -0.128 2.810 4.584
H -1.458 3.243 3.488
H -0.071 4.334 3.664
H 2.098 2.003 3.962
H 2.415 3.541 3.103
H 2.815 1.997 2.339
```


No. 2
ORCA calculation (wB97M-V/def2-TZVPD) on a molecular structure, C23H36BBr4O19S3.

Summary:
LUMO ... -0.4 eV
2S+1 ... 1
Charge ... -1
Gap between HOMO and LUMO ... 5.72 eV

Geometry as XYZ:
```
86
C23H36BBr4O19S3 | the OMol25 dataset | wB97M-V/def2-TZVPD
O 1.862 1.864 2.456
C 1.018 1.118 2.048
O -0.332 1.191 2.192
B -0.836 0.166 1.263
O 0.279 -0.596 0.733
C 1.428 -0.045 1.062
O 2.556 -0.352 0.616
O -1.556 0.718 0.134
C -2.757 0.313 0.150
O -3.584 0.526 -0.737
C -3.022 -0.623 1.376
O -1.870 -0.688 1.982
O -4.096 -1.174 1.618
Br -5.276 -2.688 -2.697
C -4.273 -1.520 -1.355
C -5.270 -0.447 -0.880
Br -5.241 0.957 -2.118
H -3.397 -1.113 -1.860
H -3.889 -2.040 -0.478
H -4.983 -0.066 0.100
H -6.297 -0.779 -0.731
Br -1.853 -0.676 -4.140
C -1.618 1.152 -3.586
C -1.053 0.954 -2.203
Br -0.044 2.578 -1.591
H -2.556 1.707 -3.563
H -0.895 1.672 -4.215
H -0.334 0.146 -2.340
H -1.772 0.612 -1.459
O -2.235 2.693 5.539
S -0.959 2.050 5.667
O -0.329 1.771 6.969
O -1.057 0.577 4.852
C -2.127 0.206 4.008
C -3.335 -0.042 4.927
C 0.252 2.963 4.655
H -1.740 -0.674 3.495
H -2.203 0.854 3.135
H -4.084 -0.739 4.553
H -3.734 0.877 5.357
H -2.826 -0.581 5.726
H 0.345 3.940 5.130
H 0.098 3.083 3.583
H 1.149 2.366 4.816
O 2.066 -2.234 -3.023
S 2.398 -0.811 -3.026
O 3.725 -0.364 -3.472
O 1.196 -0.020 -3.844
C 1.366 1.389 -4.065
C 1.073 1.898 -5.457
C 2.054 -0.233 -1.294
H 2.340 1.749 -3.733
H 0.801 2.018 -3.376
H 1.978 2.143 -6.014
H 0.465 2.785 -5.278
H 0.417 1.374 -6.153
H 1.666 0.782 -1.372
H 2.958 -0.340 -0.694
H 1.272 -0.853 -0.855
O 3.525 -4.086 0.935
S 2.411 -3.822 0.056
O 2.499 -4.118 -1.384
O 1.062 -4.486 0.672
C 0.058 -5.007 -0.266
C -1.133 -5.605 0.548
C 1.906 -1.929 0.105
H 0.440 -5.820 -0.885
H -0.270 -4.132 -0.827
H -1.645 -4.811 1.092
H -0.721 -6.237 1.334
H -1.796 -6.211 -0.069
H 2.678 -1.522 0.758
H 0.942 -1.923 0.614
H 1.821 -1.475 -0.883
C 2.462 2.081 -0.260
C 3.265 1.807 0.760
C 4.698 2.204 0.763
O 5.493 1.955 1.671
C 5.101 2.935 -0.459
C 4.175 3.101 -1.484
C 2.763 2.730 -1.514
O 1.886 2.941 -2.341
H 1.410 1.856 -0.158
H 3.019 1.262 1.659
H 6.089 3.362 -0.534
H 4.531 3.459 -2.439
```


No. 3
ORCA calculation (wB97M-V/def2-TZVPD) on a molecular structure, C23H36BF4NdO3SSi2.

Summary:
LUMO (spin up / spin down) ... 0.1 / 0.1 eV
2S+1 ... 4
Charge ... 0
Gap between HOMO and LUMO (spin up / spin down) ... 8.01 / 7.99 eV

Geometry as XYZ:
```
71
C23H36BF4NdO3SSi2 | the OMol25 dataset | wB97M-V/def2-TZVPD
Nd 0.161 -0.943 -1.114
F 0.300 -2.468 -2.865
B -0.382 -3.373 -1.966
F 0.475 -3.481 -0.856
F -1.488 -2.571 -1.485
F -0.753 -4.518 -2.533
C -0.447 3.919 -3.103
Si 0.143 2.248 -2.472
C 1.533 2.611 -1.248
C 0.923 1.353 -3.947
C -1.091 1.148 -1.678
Si -2.604 0.675 -2.612
C -3.806 -0.204 -1.442
C -2.184 -0.486 -4.056
C -3.570 2.102 -3.376
H 0.403 4.520 -3.428
H -0.966 4.469 -2.320
H -1.128 3.822 -3.943
H 2.336 3.191 -1.701
H 1.985 1.707 -0.831
H 1.143 3.183 -0.406
H 1.770 1.918 -4.336
H 0.207 1.230 -4.759
H 1.305 0.354 -3.707
H -1.416 1.604 -0.728
H -3.283 -0.715 -0.632
H -4.413 -0.943 -1.961
H -4.483 0.517 -0.986
H -1.162 -0.870 -4.057
H -2.311 0.040 -5.002
H -2.847 -1.350 -4.074
H -3.771 2.880 -2.642
H -4.524 1.762 -3.776
H -3.014 2.556 -4.193
O -0.794 -0.762 1.025
S -1.400 -0.692 2.407
C -1.577 -2.414 2.956
C -0.324 -3.089 3.404
C -0.102 -3.305 4.760
C 1.084 -3.876 5.194
C 2.062 -4.222 4.274
C 1.845 -4.009 2.920
C 0.655 -3.449 2.485
C -0.038 -0.159 3.452
C 0.323 1.268 3.159
C 1.553 1.550 2.577
C 1.917 2.865 2.328
C 1.054 3.898 2.652
C -0.182 3.617 3.219
C -0.546 2.306 3.473
H -2.037 -2.889 2.086
H -2.323 -2.370 3.750
H -0.862 -3.030 5.481
H 1.243 -4.051 6.249
H 2.991 -4.661 4.611
H 2.598 -4.280 2.197
H 0.486 -3.305 1.423
H 0.799 -0.834 3.262
H -0.381 -0.301 4.480
H 2.218 0.743 2.304
H 2.873 3.077 1.871
H 1.338 4.923 2.456
H -0.861 4.421 3.466
H -1.509 2.091 3.916
C 3.875 -0.582 -2.058
O 2.568 -0.837 -1.550
C 2.396 -0.961 -0.054
O 3.405 -1.005 0.626
H 3.965 0.474 -2.326
H 4.023 -1.202 -2.944
H 4.622 -0.834 -1.298
```


What did the third record say?
ORCA calculation (wB97M-V/def2-TZVPD) on a molecular structure, C23H36BF4NdO3SSi2.

Summary:
LUMO (spin up / spin down) ... 0.1 / 0.1 eV
2S+1 ... 4
Charge ... 0
Gap between HOMO and LUMO (spin up / spin down) ... 8.01 / 7.99 eV

Geometry as XYZ:
```
71
C23H36BF4NdO3SSi2 | the OMol25 dataset | wB97M-V/def2-TZVPD
Nd 0.161 -0.943 -1.114
F 0.300 -2.468 -2.865
B -0.382 -3.373 -1.966
F 0.475 -3.481 -0.856
F -1.488 -2.571 -1.485
F -0.753 -4.518 -2.533
C -0.447 3.919 -3.103
Si 0.143 2.248 -2.472
C 1.533 2.611 -1.248
C 0.923 1.353 -3.947
C -1.091 1.148 -1.678
Si -2.604 0.675 -2.612
C -3.806 -0.204 -1.442
C -2.184 -0.486 -4.056
C -3.570 2.102 -3.376
H 0.403 4.520 -3.428
H -0.966 4.469 -2.320
H -1.128 3.822 -3.943
H 2.336 3.191 -1.701
H 1.985 1.707 -0.831
H 1.143 3.183 -0.406
H 1.770 1.918 -4.336
H 0.207 1.230 -4.759
H 1.305 0.354 -3.707
H -1.416 1.604 -0.728
H -3.283 -0.715 -0.632
H -4.413 -0.943 -1.961
H -4.483 0.517 -0.986
H -1.162 -0.870 -4.057
H -2.311 0.040 -5.002
H -2.847 -1.350 -4.074
H -3.771 2.880 -2.642
H -4.524 1.762 -3.776
H -3.014 2.556 -4.193
O -0.794 -0.762 1.025
S -1.400 -0.692 2.407
C -1.577 -2.414 2.956
C -0.324 -3.089 3.404
C -0.102 -3.305 4.760
C 1.084 -3.876 5.194
C 2.062 -4.222 4.274
C 1.845 -4.009 2.920
C 0.655 -3.449 2.485
C -0.038 -0.159 3.452
C 0.323 1.268 3.159
C 1.553 1.550 2.577
C 1.917 2.865 2.328
C 1.054 3.898 2.652
C -0.182 3.617 3.219
C -0.546 2.306 3.473
H -2.037 -2.889 2.086
H -2.323 -2.370 3.750
H -0.862 -3.030 5.481
H 1.243 -4.051 6.249
H 2.991 -4.661 4.611
H 2.598 -4.280 2.197
H 0.486 -3.305 1.423
H 0.799 -0.834 3.262
H -0.381 -0.301 4.480
H 2.218 0.743 2.304
H 2.873 3.077 1.871
H 1.338 4.923 2.456
H -0.861 4.421 3.466
H -1.509 2.091 3.916
C 3.875 -0.582 -2.058
O 2.568 -0.837 -1.550
C 2.396 -0.961 -0.054
O 3.405 -1.005 0.626
H 3.965 0.474 -2.326
H 4.023 -1.202 -2.944
H 4.622 -0.834 -1.298
```